{"formula": "C11H20CuO5S", "method": "wB97M-V/def2-TZVPD", "mol_weight_g_mol": 327.9, "energy_ha": -2845.6611, "lumo_ev": -5.671, "spin_multiplicity": 1, "charge": 1, "homo_lumo_gap_ev": 8.05, "homo_energy_ev": -13.7, "elements": ["C", "C", "C", "S", "C", "O", "O", "O", "C", "O", "O", "C", "C", "C", "C", "C", "C", "H", "H", "H", "H", "H", "H", "H", "H", "H", "H", "H", "H", "H", "H", "H", "H", "H", "H", "H", "H", "Cu"], "xyz": [[1.07224, 1.41776, -2.57481], [0.26861, 1.98205, -1.35659], [-0.76242, 1.03348, -0.69220], [-0.78270, 1.65687, 1.04161], [-1.21372, 3.43801, 0.92015], [-1.78426, 1.06308, 1.87876], [0.57127, 1.59945, 1.67841], [-2.03063, 1.46266, -1.18381], [-2.28892, 0.66134, -2.32363], [-2.95682, 0.97212, -3.19791], [-1.58821, -0.49561, -2.15518], [-0.67684, -0.48124, -1.00891], [-1.31542, -1.51858, -0.04211], [-0.44729, -1.89454, 1.20085], [1.08653, -2.05154, 0.92890], [1.79976, -1.82948, 2.33265], [1.49552, -3.51633, 0.48680], [2.05474, 1.01934, -2.25080], [0.50060, 0.69313, -3.18824], [1.29536, 2.26881, -3.25739], [-0.27898, 2.87762, -1.71886], [0.91023, 2.31014, -0.49668], [-0.55328, 3.98431, 0.21277], [-2.24167, 3.47382, 0.51319], [-1.10724, 3.90031, 1.91811], [0.24992, -0.89703, -1.44197], [-2.25279, -1.05341, 0.35018], [-1.65951, -2.39163, -0.63545], [-0.57518, -1.20224, 2.05945], [-0.80371, -2.88950, 1.55490], [1.52703, -1.28942, 0.24952], [1.65705, -0.76980, 2.62491], [1.25521, -2.49420, 3.04266], [2.87039, -2.11797, 2.27445], [0.82914, -4.24182, 0.99048], [2.52342, -3.68184, 0.88088], [1.54099, -3.63428, -0.61417], [1.88396, 2.82815, 0.86478]], "atomic_forces_ev_per_a": [[0.390, 0.765, 0.116], [0.347, -0.214, -1.063], [0.308, 1.366, -0.220], [-1.269, 0.549, 2.685], [0.213, -0.080, -1.029], [0.162, -0.110, -0.885], [0.119, 0.117, -1.032], [0.217, -0.784, -0.218], [2.355, -1.443, 3.233], [-1.888, 0.756, -2.219], [-0.116, 0.774, -0.659], [-1.595, -1.425, -0.534], [-0.345, 0.998, 1.204], [0.483, -0.476, -0.634], [0.771, -0.863, 1.492], [-0.854, -0.178, -0.882], [0.362, 1.106, 0.129], [-0.703, -0.156, -0.307], [0.339, 0.272, 0.594], [-0.106, -0.562, 0.489], [0.208, -0.581, 0.512], [0.116, -0.105, -1.436], [-0.361, -0.419, 0.397], [0.478, 0.035, 0.447], [-0.230, -0.667, -0.312], [-0.064, 0.893, 0.574], [0.520, -0.350, -0.358], [0.658, 0.528, 0.213], [-0.171, -0.176, -0.756], [0.171, 0.727, -0.108], [-0.459, -0.423, 0.123], [0.266, -0.611, 0.135], [0.642, 0.518, -0.184], [-0.684, 0.355, 0.205], [0.305, 0.247, -0.551], [-0.652, -0.109, -0.465], [-0.333, -0.205, 0.630], [0.402, -0.068, 0.673]], "mulliken_charge": [-1.2654, -0.2683, 1.5194, 1.6044, -1.2047, -0.6341, -0.5845, -0.4754, 0.4669, -0.3971, -0.4319, -0.3819, -1.2471, -0.8599, 0.8094, -1.4266, -1.3601, 0.3765, 0.3383, 0.3701, 0.5145, -0.6221, 0.4064, 0.4001, 0.4279, 0.7055, 0.2556, 0.4939, 0.4489, 0.5004, 0.0933, 0.2663, 0.3326, 0.4212, 0.3034, 0.3879, 0.3275, 0.3886]}